# 1
Here is a 14-piece molecular cluster, C5H38N2O14 overall from OMol25. Energies are from ωB97M-V/def2-TZVPD.

Properties
E_HOMO in eV: -9.39
Energy relative to the best compared isomer or geometry (same formula, charge and spin) in kcal/mol: 93.5
Frontier orbital gap in eV: 9.6

Geometry (Å):
1 N 0.1837 1.1776 1.2758
2 C 0.3699 -0.2774 1.3746
3 C -0.8971 -1.1044 1.0468
4 C -1.9963 -0.8017 2.0637
5 C -3.3849 -1.2430 1.6007
6 C 1.5389 -0.5164 0.3974
7 N 1.2925 -0.3684 -0.9207
8 O 2.6970 -0.6072 0.8113
9 H -0.8121 1.3250 1.2843
10 H 0.7941 1.6272 1.9325
11 H 0.8121 -0.6825 2.2846
12 H -1.2926 -0.8559 0.0587
13 H -0.4437 -2.0946 0.9757
14 H -1.7719 -1.3367 2.9880
15 H -2.1247 0.2731 2.1983
16 H -3.5457 -2.3203 1.6707
17 H -4.1305 -0.6242 2.0810
18 H -3.4624 -1.1337 0.5220
19 H 1.9191 -0.0027 -1.6107
20 H 0.2996 -0.4306 -1.0808
21 H 1.9871 -3.0582 -4.0437
22 H 1.8162 -3.8875 -2.6470
23 O 1.8079 -3.0286 -3.1011
24 H -3.3368 1.6775 -3.5660
25 H -2.5464 0.3608 -3.2786
26 O -2.9008 0.9275 -3.9634
27 H 1.3032 0.8708 5.0338
28 H 1.1731 1.6067 3.6814
29 O 0.7051 1.3873 4.4881
30 H -1.9334 4.3167 1.3591
31 H -1.1520 3.7142 2.4003
32 O -2.0400 3.6201 2.0250
33 H 4.1372 -3.6084 0.5230
34 H 3.8589 -2.3167 1.1347
35 O 3.4576 -3.1952 1.0812
36 H -4.5645 2.9622 -0.0408
37 H -3.3240 2.8131 0.9113
38 O -3.6055 2.9097 -0.0119
39 H 1.5758 -5.3007 -0.4790
40 H 2.4587 -4.0161 -0.2414
41 O 2.1147 -4.6349 -0.9089
42 H -1.3262 3.4353 -2.4283
43 H -0.9984 4.7076 -1.6390
44 O -1.5310 3.9076 -1.6151
45 H 4.1485 2.2746 2.4905
46 H 3.2250 1.1444 2.1803
47 O 3.3443 1.8622 2.8234
48 H -1.0156 -1.5992 -3.3609
49 H 0.5659 -1.7763 -3.3405
50 O -0.1867 -1.2175 -3.0689
51 H -3.1251 0.0770 -0.7777
52 H -2.8381 1.6616 -1.1261
53 O -2.6084 0.7268 -1.2476
54 H 3.7448 -1.9735 -1.1585
55 H 3.9547 -2.6627 -2.5196
56 O 4.3193 -2.5788 -1.6353
57 H 0.3660 2.6644 -1.5548
58 H 1.7188 2.4179 -1.3024
59 O 1.2050 2.8052 -2.0298

---

# 2
Here is C20H17N3O5SW as an isolated structure from OMol25. Energies are from ωB97M-V/def2-TZVPD.

Properties
E_HOMO in eV: -14.33
Total charge: +2
Energy relative to the best compared isomer or geometry (same formula, charge and spin) in kcal/mol: 3.1
Frontier orbital gap in eV: 6.0

Geometry (Å):
1 W 0.0212 0.2063 0.3917
2 O -1.3224 1.6868 0.6911
3 C -0.9064 1.4177 1.9038
4 O 0.4029 1.4066 1.9662
5 C -1.8064 0.8775 2.9882
6 C -1.1505 0.9312 4.3886
7 C -2.2118 0.6032 5.4423
8 C -2.3509 -0.9290 5.2639
9 C -1.3450 -1.1906 4.1398
10 O -0.3180 -0.2267 4.3639
11 C -1.9522 -0.6998 2.8045
12 C -1.1476 -1.1283 1.6024
13 O -1.5839 -1.0325 0.3757
14 O 0.1441 -1.3668 1.6347
15 H -2.7689 1.3806 2.9178
16 H -0.5527 1.8203 4.5686
17 H -3.1420 1.1464 5.2835
18 H -1.8393 0.8567 6.4314
19 H -3.3598 -1.2478 5.0065
20 H -2.0483 -1.4633 6.1606
21 H -0.9202 -2.1897 4.0976
22 H -2.9888 -0.9902 2.6434
23 N 1.3432 0.4673 -3.5526
24 C 0.2995 0.1998 -4.4982
25 C 0.6363 -0.2146 -5.7717
26 C -0.3784 -0.5377 -6.6631
27 C -1.7038 -0.4761 -6.2611
28 C -2.0301 -0.0841 -4.9667
29 C -1.0235 0.2780 -4.0902
30 S -1.3964 0.9545 -2.5091
31 N 0.0159 0.4128 -1.6430
32 C 1.2023 0.3898 -2.2506
33 C 2.3961 0.2255 -1.3681
34 C 3.7010 0.1806 -1.7944
35 C 4.7120 0.0146 -0.8456
36 C 4.3847 -0.1159 0.4909
37 C 3.0506 -0.0704 0.8586
38 N 2.0848 0.1035 -0.0535
39 H 2.2776 0.4822 -3.9361
40 H 1.6739 -0.2894 -6.0755
41 H -0.1281 -0.8468 -7.6679
42 H -2.4922 -0.7355 -6.9535
43 H -3.0648 -0.0422 -4.6525
44 H 3.9676 0.2718 -2.8379
45 H 5.7457 -0.0148 -1.1637
46 H 5.1407 -0.2520 1.2509
47 H 2.7323 -0.1693 1.8886

---

# 3
Here is C33H26N3O3PS4SbSc as an isolated structure from OMol25. Energies are from ωB97M-V/def2-TZVPD.

Properties
E_HOMO in eV: -1.09
Total charge: -2
Energy relative to the best compared isomer or geometry (same formula, charge and spin) in kcal/mol: 23.2
Frontier orbital gap in eV: 5.2

Geometry (Å):
1 Sc 0.7500 1.0127 1.8316
2 O 2.1602 0.3573 0.4942
3 C 2.9374 -0.6655 0.3066
4 C 4.1033 -0.5461 -0.4807
5 C 4.8869 -1.6436 -0.7740
6 C 4.5628 -2.9119 -0.2908
7 C 3.4524 -3.0355 0.5248
8 C 2.6488 -1.9427 0.8508
9 C 1.5703 -2.1529 1.8044
10 N 0.8609 -1.2270 2.3273
11 N -0.0403 -1.6643 3.3028
12 C -0.6140 -0.6085 3.8171
13 O -0.3513 0.6003 3.5018
14 C -1.7167 -0.8222 4.8032
15 C -2.3305 0.3007 5.3498
16 C -3.3841 0.1466 6.2421
17 C -3.8240 -1.1221 6.5910
18 C -3.2057 -2.2438 6.0478
19 C -2.1551 -2.0949 5.1562
20 H 4.3647 0.4437 -0.8340
21 H 5.7718 -1.5116 -1.3880
22 H 5.1705 -3.7743 -0.5330
23 H 3.1891 -4.0036 0.9407
24 H 1.4003 -3.1717 2.1583
25 H -1.9704 1.2823 5.0637
26 H -3.8579 1.0268 6.6591
27 H -4.6511 -1.2405 7.2820
28 H -3.5478 -3.2364 6.3181
29 H -1.6642 -2.9537 4.7181
30 S -1.9309 5.1068 3.8475
31 Sb -0.0019 4.6126 2.6637
32 S -0.7212 2.8740 1.0250
33 S 2.5746 2.1740 3.0889
34 S 1.1818 3.1977 4.3303
35 O -2.2154 0.0192 1.5730
36 N -2.4140 -0.1266 0.2293
37 C -2.9922 0.8408 -0.3628
38 C -2.9664 0.8104 -1.8433
39 C -4.1380 1.0088 -2.5743
40 C -4.1266 0.9363 -3.9555
41 C -2.9302 0.6794 -4.6204
42 C -1.7601 0.5309 -3.8975
43 C -1.7531 0.6068 -2.5033
44 P -0.1596 0.5886 -1.5433
45 C 0.7568 1.8871 -2.4513
46 C 2.1513 1.8757 -2.4388
47 C 2.8780 2.9384 -2.9549
48 C 2.2215 4.0439 -3.4764
49 C 0.8343 4.0807 -3.4658
50 C 0.1094 3.0156 -2.9516
51 C 0.5333 -0.9854 -2.2138
52 C 1.4148 -1.1350 -3.2799
53 C 1.8620 -2.3944 -3.6612
54 C 1.4227 -3.5252 -2.9896
55 C 0.5371 -3.3888 -1.9286
56 C 0.1048 -2.1314 -1.5396
57 H -2.2630 0.9759 1.8022
58 H -3.3893 1.7020 0.1739
59 H -5.0638 1.1993 -2.0439
60 H -5.0448 1.0741 -4.5135
61 H -2.9096 0.6140 -5.7019
62 H -0.8226 0.3757 -4.4197
63 H 2.6732 1.0391 -1.9937
64 H 3.9606 2.9083 -2.9230
65 H 2.7879 4.8829 -3.8625
66 H 0.3114 4.9538 -3.8367
67 H -0.9709 3.0816 -2.9202
68 H 1.7698 -0.2632 -3.8152
69 H 2.5641 -2.4868 -4.4816
70 H 1.7785 -4.5061 -3.2814
71 H 0.1968 -4.2630 -1.3862
72 H -0.5673 -2.0263 -0.6933

---

# 4
Here is a 2-piece molecular cluster, C5H15NO2 overall from OMol25. Energies are from ωB97M-V/def2-TZVPD.

Properties
SMILES: CC(C)CNCO.O
E_HOMO in eV: -9.13
Energy relative to the best compared isomer or geometry (same formula, charge and spin) in kcal/mol: 26.7
Frontier orbital gap in eV: 9.8

Geometry (Å):
1 C -1.1067 0.2838 -0.7657
2 C 0.2796 0.7346 -1.3129
3 C 0.3584 2.2563 -1.3679
4 C 0.4878 0.1079 -2.7014
5 N -1.1579 -0.8246 0.1615
6 C -0.4698 -0.6855 1.4200
7 O -1.2646 -0.1070 2.4091
8 H -1.5736 1.1537 -0.2915
9 H -1.7911 0.1361 -1.6095
10 H 1.0835 0.3740 -0.6729
11 H 1.3433 2.5934 -1.6742
12 H 0.2007 2.6782 -0.3770
13 H -0.3543 2.6911 -2.0641
14 H 1.4427 0.3782 -3.1657
15 H -0.3102 0.3935 -3.3878
16 H 0.5750 -0.9729 -2.5874
17 H -1.0661 -1.7242 -0.2836
18 H 0.4639 -0.1338 1.2544
19 H -0.2678 -1.7155 1.6895
20 H -1.9001 0.4897 1.9890
21 H 0.9861 -2.6543 4.0694
22 H 2.4438 -2.5433 4.4956
23 O 1.5971 -2.9092 4.7731

---

Question: Which of these has the highest energy relative to the best compared isomer or geometry (same formula, charge and spin)?
Answer: C5H38N2O14